The following is a quantum chemistry calculation of C18H23FN6O4 in the gas phase, from the Open Molecules 2025 dataset.

Values from the calculation:
HOMO level   -8.4 eV
Lowest unoccupied orbital energy   -0.31 eV
Energy above the lowest of the compared OMol25 structures with the same formula, charge and spin   0.726 eV
Net charge   0
SMILES   Cc1nccn1[C@H](C)C(=O)NC[C@@H]1CCCN(C(=O)c2nc(O)nc(O)c2F)C1
Kohn-Sham gap   8.129 eV
2S+1   1
Electronic energy   -1429.13883 Ha

Structure (XYZ):
```
52
Properties=species:S:1:pos:R:3:forces:R:3:lowdin_charge:R:1
C -1.6701 -1.1534 -4.8113 -0.01 0.00 0.01 -0.01
C -1.2521 0.2381 -4.4854 0.01 0.02 0.01 -0.38
N -0.7585 1.1073 -5.3366 0.05 0.04 0.01 0.10
C -0.5612 2.2641 -4.6184 0.00 -0.05 -0.05 -0.15
C -0.9404 2.0919 -3.3231 -0.01 -0.02 0.01 -0.07
N -1.3746 0.7851 -3.2407 -0.03 0.03 0.03 -0.01
C -1.9060 0.1385 -2.0458 0.05 -0.01 0.01 -0.24
C -3.3126 0.6096 -1.7316 -0.02 0.00 0.01 -0.02
C -0.9403 0.4371 -0.8880 0.04 -0.07 -0.06 -0.46
O -1.1167 1.3870 -0.1452 -0.02 0.05 0.04 0.06
N 0.1153 -0.4002 -0.8200 -0.07 0.06 0.04 0.10
C 1.1962 -0.2246 0.1292 -0.04 0.00 -0.01 -0.13
C 2.5113 0.2329 -0.5059 -0.03 -0.01 0.01 -0.26
C 2.3615 1.5969 -1.2115 0.00 0.05 0.05 -0.14
C 2.8889 1.5780 -2.6404 -0.03 0.04 -0.06 -0.16
C 2.2633 0.4142 -3.3824 0.33 -0.04 -0.53 -0.13
N 2.8039 -0.8576 -2.8421 -0.22 -0.14 0.83 -0.05
C 2.0221 -1.9454 -3.2215 -0.51 0.54 -0.81 -0.36
O 1.0761 -2.4006 -2.6198 0.42 -0.45 0.35 0.12
C 2.3352 -2.4676 -4.6072 0.03 0.09 0.10 -0.10
N 1.2897 -2.6767 -5.4117 -0.01 0.00 -0.01 0.22
C 1.5751 -3.1041 -6.6195 -0.09 -0.04 -0.03 -0.43
O 0.5307 -3.2977 -7.4320 -0.04 0.00 -0.05 0.11
N 2.7852 -3.3714 -7.1168 -0.01 0.00 -0.04 0.21
C 3.8077 -3.1838 -6.3124 0.01 -0.01 0.00 -0.31
O 5.0395 -3.4457 -6.7446 0.05 0.00 0.01 0.13
C 3.6249 -2.7131 -5.0089 0.05 0.03 0.06 -0.14
F 4.6838 -2.5587 -4.2072 0.00 -0.03 -0.05 0.11
C 3.1758 -0.8146 -1.4128 0.06 -0.06 0.02 -0.11
H -1.4511 -1.3316 -5.8598 0.00 -0.03 -0.02 0.08
H -1.1241 -1.8961 -4.2278 0.01 0.00 -0.02 0.06
H -2.7410 -1.2946 -4.6441 0.01 0.00 0.00 0.08
H -0.1630 3.1529 -5.0795 0.00 0.00 0.00 0.09
H -0.9487 2.7444 -2.4667 0.00 0.00 0.01 0.12
H -1.8975 -0.9342 -2.2450 -0.01 0.00 0.01 0.14
H -3.6942 0.0965 -0.8491 -0.01 0.00 0.00 0.09
H -3.3092 1.6783 -1.5262 -0.01 0.00 0.01 0.08
H -3.9702 0.4061 -2.5765 -0.01 0.00 0.00 0.08
H 0.2000 -1.1528 -1.4912 0.01 -0.02 0.04 0.10
H 0.8614 0.5235 0.8471 0.01 -0.01 0.01 0.13
H 1.3540 -1.1627 0.6685 0.00 -0.01 -0.01 0.13
H 3.2066 0.3416 0.3321 -0.01 0.01 0.01 0.14
H 1.3014 1.8566 -1.2572 0.00 0.03 0.01 0.10
H 2.8444 2.3828 -0.6293 0.02 -0.01 0.00 0.12
H 2.6105 2.5013 -3.1502 0.01 0.00 -0.01 0.12
H 3.9789 1.5000 -2.6774 -0.01 0.00 0.01 0.12
H 1.1764 0.4573 -3.2638 -0.02 -0.01 0.03 0.10
H 2.4759 0.4614 -4.4530 -0.01 -0.01 0.00 0.13
H 0.8707 -3.5999 -8.2835 0.01 0.00 -0.01 0.12
H 4.9668 -3.7542 -7.6589 -0.01 0.00 -0.01 0.13
H 4.2525 -0.6345 -1.3922 0.01 0.01 -0.01 0.12
H 3.0233 -1.8134 -0.9992 0.01 0.01 0.02 0.13
```
Positions in Å, forces in eV/Å.